Model 1:
Computed, not measured: a molecular structure, C5H13NO3, with ωB97M-V/def2-TZVPD.

- HOMO: -8.045 eV

Positions of all 22 atoms, in Å:
C -0.5326 -0.0845 1.1408
C 1.6860 -0.6559 0.2639
C -1.0781 0.7347 -0.4785
C 1.5895 1.2895 -0.1694
C -1.4656 -0.4698 -1.3213
N 0.5075 -1.0022 0.9007
O -1.6563 -0.7333 1.6697
O 1.9475 -1.5052 -0.8145
O -2.1685 1.4787 -0.0155
H -1.4796 -0.9854 2.5847
H 2.8422 -1.3488 -1.1369
H -2.6772 0.9074 0.5768
H 0.1448 -1.8888 0.5551
H -0.2067 0.7709 1.7328
H 2.5357 -0.5368 0.9374
H -0.5392 1.4309 -1.1147
H 2.6164 1.4235 0.1666
H 1.5211 1.3832 -1.2494
H 1.1069 2.0953 0.3791
H -2.0525 -0.1411 -2.1813
H -0.5749 -0.9850 -1.6760
H -2.0665 -1.1772 -0.7500


Model 2:
Computed, not measured: C5H13NO3 in the gas phase, with ωB97M-V/def2-TZVPD.

- Structure (SMILES): C[C@H](O)CN(C)C(O)O
- HOMO: -9.440 eV

Positions of all 22 atoms, in Å:
C -2.5615 -0.3518 -0.3973
C -1.5570 0.5120 0.3605
O -1.1464 1.6072 -0.4381
C -0.2967 -0.2997 0.7726
N 0.7023 -0.1666 -0.2967
C 1.1188 -1.4299 -0.8833
C 1.8278 0.6571 0.1145
O 2.5184 0.0740 1.1915
O 1.4163 1.9285 0.4625
H -2.0929 -0.7909 -1.2756
H -3.3987 0.2588 -0.7253
H -2.9308 -1.1542 0.2370
H -2.0305 0.9418 1.2497
H -0.5817 1.1788 -1.1571
H 0.1070 0.0999 1.7063
H -0.5512 -1.3468 0.9384
H 1.7790 -1.2252 -1.7249
H 1.6496 -2.0650 -0.1665
H 0.2371 -1.9590 -1.2403
H 2.5152 0.7111 -0.7532
H 2.8273 0.7951 1.7533
H 0.4486 2.0249 0.2719


Last place for stability: model 1


Model 1:
Computed, not measured: C4H9N3 in the gas phase, with ωB97M-V/def2-TZVPD.

- Structure (SMILES): C=N/C=C(\N)CN
- HOMO: -7.793 eV

Positions of all 16 atoms, in Å:
C 0.9608 2.6122 1.0286
N 1.1405 1.4685 0.5187
C 0.0860 0.6713 0.1455
C 0.3444 -0.5701 -0.3286
N 1.5913 -1.1197 -0.2676
C -0.8384 -1.5598 -0.5124
N -2.1595 -1.0203 -0.7067
H -0.0366 3.0412 1.1790
H 1.8260 3.2015 1.2934
H -0.8985 1.1236 0.0316
H 1.7318 -2.0476 0.0985
H 2.3562 -0.4931 -0.0684
H -0.8720 -2.2598 0.3309
H -0.5786 -2.1428 -1.4023
H -2.4907 -0.5528 0.1297
H -2.1626 -0.3524 -1.4699


Model 2:
Computed, not measured: C4H9N3 in the gas phase, with ωB97M-V/def2-TZVPD.

- HOMO: -7.288 eV

Positions of all 16 atoms, in Å:
C -0.0719 -0.2004 3.1158
C 0.4692 -0.1968 -0.6665
C 1.1751 1.1094 -0.9128
C -0.0783 -0.8567 -1.9194
N 0.2534 -0.3278 0.5801
N -0.6686 -1.2388 1.0666
N -0.7307 -1.0478 2.3513
H -0.0520 -0.2065 4.1853
H 0.7963 0.4600 2.7308
H 1.4835 1.5893 0.0850
H 0.3560 1.7918 -1.1828
H 2.1075 1.1107 -1.4842
H 0.7268 -1.3461 -2.3059
H -0.3846 -0.1401 -2.6886
H -0.8579 -1.6030 -1.8855
H -1.5285 -1.6486 2.6728


Last place for stability: model 2